# 1
# C41H90AsF6NO16V

A structure of composition C41H90AsF6NO16V at a distorted geometry (wB97M-V/def2-TZVPD, the Open Molecules 2025 dataset).

Geometry as XYZ:
```
156
Properties=species:S:1:pos:R:3
O -18.0419 -17.9177 4.1596
V -18.7329 -18.7573 3.0546
C -23.1352 -12.0999 8.5074
C -23.0559 -11.4155 7.1590
C -23.4691 -12.2868 5.9763
C -23.4714 -11.4650 4.7621
N -24.1038 -12.0959 3.5825
C -23.4519 -13.3824 3.2405
C -22.1640 -12.9831 2.5788
C -22.5698 -11.7424 1.7736
C -23.8298 -11.2059 2.4090
C -25.5395 -12.3358 3.7232
C -26.3151 -11.0961 4.0397
C -27.8191 -11.3540 3.9525
H -22.8467 -11.4535 9.3335
H -22.3831 -12.9067 8.5709
H -24.0959 -12.5827 8.6690
H -22.0022 -11.1610 6.9643
H -23.6131 -10.4743 7.1582
H -24.4380 -12.7675 6.1841
H -22.7729 -13.1255 5.9077
H -22.4458 -11.3176 4.4318
H -23.9799 -10.5182 4.8861
H -24.0960 -13.8584 2.5013
H -23.3590 -13.9798 4.1313
H -21.7901 -13.7557 1.9110
H -21.3809 -12.7837 3.3090
H -22.6685 -11.9085 0.7037
H -21.7516 -11.0163 1.8430
H -24.6997 -11.2022 1.7600
H -23.7158 -10.1873 2.7705
H -25.6810 -13.1110 4.4743
H -25.8919 -12.7013 2.7553
H -26.0612 -10.2937 3.3326
H -26.0684 -10.6777 5.0212
H -28.0941 -11.6175 2.9211
H -28.4095 -10.5030 4.2635
H -28.1011 -12.2562 4.5092
As -22.3017 -17.1729 3.6781
F -20.7262 -17.9838 3.5840
F -22.0493 -16.6376 2.0732
F -23.8176 -16.3958 3.7248
F -22.4092 -17.7135 5.2780
F -21.5582 -15.7380 4.2126
F -23.1085 -18.5557 3.1193
C -27.0328 -17.3383 3.7632
O -27.8494 -17.0004 4.8665
C -27.1562 -16.6131 5.9734
C -26.6028 -15.1939 5.8755
O -27.5916 -14.2515 5.5688
C -28.5041 -13.9690 6.6085
C -27.8466 -13.4607 7.8562
O -26.9542 -12.4211 7.6089
C -27.5801 -11.2307 7.0809
H -27.6209 -17.9705 3.0988
H -26.1817 -17.9694 4.0757
H -26.6534 -16.4425 3.2660
H -26.2978 -17.2867 6.1535
H -27.8097 -16.7137 6.8415
H -25.9168 -15.1504 5.0197
H -26.0402 -14.9384 6.7752
H -29.0026 -14.9130 6.8617
H -29.2320 -13.2687 6.2249
H -27.2376 -14.2391 8.3083
H -28.6042 -13.1662 8.5942
H -28.1794 -11.4372 6.1909
H -26.7707 -10.5719 6.7764
H -28.1836 -10.7694 7.8705
C -21.4623 -20.8960 2.9849
O -20.3345 -20.2442 2.3652
C -20.2794 -20.6215 1.0129
C -19.0515 -19.9375 0.3918
O -18.9237 -18.6224 0.9519
C -19.6975 -17.5708 0.3409
C -19.2243 -16.2991 0.9905
O -19.0595 -16.4900 2.3621
C -18.7662 -15.2924 3.0399
H -21.5139 -20.6739 4.0417
H -21.3098 -21.9834 2.9281
H -22.3913 -20.6699 2.4694
H -21.1990 -20.4046 0.4631
H -20.1212 -21.7028 0.9279
H -19.1699 -19.9148 -0.6917
H -18.1723 -20.5462 0.6237
H -20.7658 -17.7525 0.4770
H -19.5028 -17.4343 -0.7281
H -19.9189 -15.4689 0.7793
H -18.3045 -15.9125 0.5179
H -17.7387 -14.9466 2.8418
H -18.8329 -15.4635 4.1104
H -19.4378 -14.5024 2.7027
C -25.3431 -17.1255 0.8061
O -24.9001 -16.8187 -0.4993
C -23.5836 -16.3258 -0.5074
C -23.3004 -15.8293 -1.9067
O -24.0985 -14.7251 -2.2479
C -23.6167 -13.5382 -1.6963
C -24.6468 -12.7720 -0.9445
O -25.0884 -13.4640 0.2059
C -26.2777 -14.1744 -0.0061
H -26.2998 -17.6427 0.7560
H -25.4585 -16.1973 1.3868
H -24.6389 -17.7700 1.3534
H -22.8985 -17.1683 -0.3057
H -23.4043 -15.5413 0.2398
H -23.5239 -16.5971 -2.6468
H -22.2242 -15.5732 -1.9992
H -23.1485 -12.9367 -2.4867
H -22.7897 -13.7420 -0.9890
H -25.4803 -12.4671 -1.5890
H -24.2283 -11.8431 -0.5424
H -26.5207 -14.7525 0.8914
H -26.1660 -14.9452 -0.7840
H -27.1172 -13.5260 -0.2694
O -19.4024 -19.8529 4.9464
C -19.3964 -20.1223 6.1423
O -18.3814 -20.1388 6.8730
C -17.1193 -19.7526 6.3102
C -16.7853 -18.3562 6.7085
C -20.6288 -20.5858 6.8419
H -17.1495 -19.8787 5.2270
H -16.3827 -20.4595 6.6808
H -17.5557 -17.6490 6.3878
H -15.8939 -18.0178 6.1649
H -16.6090 -18.2397 7.7713
H -20.4818 -20.7166 7.9037
H -20.9869 -21.4870 6.3554
H -21.3705 -19.7954 6.6758
O -18.9010 -15.6416 6.6493
C -19.7932 -14.9505 7.0308
O -19.6869 -13.6394 7.1945
C -18.4993 -12.9937 6.6726
C -18.4019 -11.6440 7.3142
C -21.1140 -15.4813 7.4924
H -18.5721 -12.8519 5.5890
H -17.6459 -13.6255 6.9177
H -18.1537 -11.7098 8.3768
H -19.3229 -11.0798 7.1944
H -17.5615 -11.0801 6.9004
H -21.1270 -15.6312 8.5695
H -21.2213 -16.4451 6.9955
H -21.9698 -14.8879 7.1954
O -24.6331 -22.9879 3.7596
C -24.8445 -22.2440 2.8762
O -24.4847 -22.4706 1.6327
C -23.6591 -23.6127 1.4231
C -23.2486 -23.5881 -0.0356
C -25.6098 -20.9676 2.9885
H -24.1606 -24.5439 1.6816
H -22.8030 -23.4976 2.0905
H -22.4170 -22.8853 -0.1516
H -24.0581 -23.3236 -0.7038
H -22.8812 -24.5719 -0.3354
H -25.5695 -20.6308 4.0285
H -26.6589 -21.0948 2.7366
H -25.1651 -20.1434 2.4281
```

The calculation puts the electronic energy at -6653.26580 Eh. Its spin multiplicity is 2. As for the charge: +2. The HOMO-LUMO gap (alpha / beta) comes out at 5.33 / 5.76 eV. Its expectation value of S² is 0.782.

***

# 2
# C41H90F3N5O3S

A cluster of 6 separate species, C41H90F3N5O3S in total at a distorted geometry (wB97M-V/def2-TZVPD, the Open Molecules 2025 dataset).

Geometry as XYZ:
```
143
Properties=species:S:1:pos:R:3
C 19.6508 14.0892 -5.7024
C 20.6015 14.2975 -6.9658
C 20.3309 15.5335 -7.7718
N 21.5973 16.1501 -8.3931
C 22.5231 15.1385 -8.9210
C 21.1327 17.1449 -9.5135
C 21.7265 18.5578 -9.2186
C 22.8022 18.1756 -8.1780
C 22.3116 17.0380 -7.3255
H 20.0513 14.5901 -4.8210
H 19.5898 13.0354 -5.4307
H 18.7001 14.4786 -6.0667
H 20.3710 13.5450 -7.7199
H 21.6269 14.3792 -6.6052
H 20.0343 16.3610 -7.1273
H 19.5386 15.5593 -8.5200
H 22.9518 14.5042 -8.1452
H 23.2920 15.6636 -9.4877
H 21.9810 14.4868 -9.6062
H 21.5800 16.8412 -10.4599
H 20.0589 17.1719 -9.6989
H 22.0370 19.1780 -10.0595
H 20.8439 19.0518 -8.8122
H 23.6832 17.9635 -8.7836
H 23.0268 19.0337 -7.5445
H 23.1700 16.4728 -6.9624
H 21.7306 17.1874 -6.4154
C 22.2940 11.1095 3.9476
C 21.8345 10.4386 2.6637
C 21.9983 8.9131 2.4279
N 22.1857 8.3809 1.0111
C 21.3312 9.0591 -0.0611
C 21.8948 6.8656 0.8835
C 23.1280 6.2306 1.4495
C 24.2225 7.1065 0.8268
C 23.7079 8.5377 0.6600
H 22.2681 12.1943 3.8443
H 23.3428 10.8251 4.0318
H 21.7179 10.8920 4.8470
H 22.4445 10.9698 1.9330
H 20.8271 10.7510 2.3884
H 21.0748 8.5338 2.8653
H 22.7651 8.4721 3.0648
H 21.4756 8.5661 -1.0224
H 21.6499 10.0794 -0.2750
H 20.2971 8.8746 0.2298
H 21.8487 6.5466 -0.1578
H 20.9315 6.6562 1.3486
H 23.2069 5.1703 1.2095
H 22.9644 6.2289 2.5271
H 24.5401 6.6746 -0.1222
H 25.1541 7.1918 1.3861
H 23.7194 8.8947 -0.3698
H 24.1426 9.2712 1.3392
C 14.8404 6.6056 -7.0140
C 15.5914 5.8167 -5.9298
C 14.9219 4.5096 -5.5331
N 15.8907 3.5796 -4.7366
C 16.4138 4.2598 -3.4870
C 17.1261 3.1320 -5.5988
C 17.5104 1.7756 -5.1593
C 16.3196 1.2636 -4.3270
C 15.2152 2.2601 -4.4451
H 14.6628 5.9892 -7.8953
H 15.4961 7.4246 -7.3097
H 13.8145 6.9265 -6.8329
H 15.7221 6.4424 -5.0470
H 16.5786 5.6922 -6.3748
H 14.6268 3.9823 -6.4403
H 14.0096 4.5386 -4.9372
H 15.5087 4.5775 -2.9695
H 16.9657 5.1231 -3.8589
H 17.0048 3.6100 -2.8416
H 17.8568 3.9268 -5.4491
H 16.8518 3.1682 -6.6531
H 18.4283 1.6352 -4.5884
H 17.6818 1.1939 -6.0650
H 16.5553 1.0955 -3.2762
H 15.8896 0.3449 -4.7259
H 14.6165 2.2621 -3.5343
H 14.6108 2.1354 -5.3436
C 20.3665 7.7060 -14.6021
C 19.7629 6.6185 -13.6516
C 19.0917 5.4862 -14.5029
N 18.3009 4.4525 -13.7020
C 17.3990 5.0432 -12.6094
C 17.4325 3.6667 -14.7088
C 17.0771 2.2816 -14.1212
C 18.2637 1.9620 -13.2489
C 19.1305 3.2979 -13.1007
H 21.1818 7.3505 -15.2323
H 20.7443 8.4798 -13.9338
H 19.6964 8.2495 -15.2682
H 18.9906 7.0619 -13.0230
H 20.4455 6.3225 -12.8550
H 19.8369 4.9878 -15.1228
H 18.3110 5.9645 -15.0944
H 16.8320 4.2521 -12.1187
H 16.7399 5.7285 -13.1425
H 17.9536 5.6260 -11.8741
H 16.6381 4.3062 -15.0937
H 18.0308 3.3864 -15.5758
H 16.1932 2.4675 -13.5110
H 16.7722 1.4992 -14.8162
H 17.9678 1.4285 -12.3456
H 18.8666 1.3064 -13.8773
H 19.4362 3.5048 -12.0751
H 20.0401 3.3445 -13.6994
C 25.6784 0.2499 -4.1749
C 26.6812 0.3687 -5.4394
C 25.9235 0.4001 -6.8144
N 26.8579 0.6577 -8.0553
C 28.0097 -0.3080 -8.2441
C 27.5018 2.0852 -8.0540
C 27.0918 2.7756 -9.3467
C 26.6605 1.6941 -10.2682
C 26.0059 0.6186 -9.3445
H 26.1279 0.0111 -3.2110
H 24.8584 -0.4648 -4.2440
H 25.2390 1.2016 -3.8760
H 27.5551 -0.2647 -5.2874
H 27.0997 1.3734 -5.3786
H 25.2163 1.2281 -6.8636
H 25.3906 -0.5466 -6.9024
H 28.8451 -0.2562 -7.5459
H 28.5312 -0.2068 -9.1959
H 27.5229 -1.2831 -8.2652
H 28.5864 1.9902 -8.1054
H 27.0511 2.6015 -7.2064
H 27.8454 3.4683 -9.7214
H 26.2263 3.3766 -9.0675
H 27.5491 1.2586 -10.7252
H 25.9674 2.1401 -10.9815
H 25.8719 -0.3824 -9.7544
H 25.0008 0.9459 -9.0785
C 23.9595 8.2072 -7.2763
F 23.5240 8.5968 -8.4376
F 25.1962 7.7213 -7.3971
F 23.8562 9.2302 -6.4504
S 22.7493 6.7339 -6.8246
O 21.4552 7.3457 -6.5000
O 22.5540 5.8070 -7.9254
O 23.3648 6.0918 -5.6306
```

The calculation puts the electronic energy at -2812.10925 Eh. The relative energy (zero: lowest compared OMol25 entry of this formula, charge and spin) is 0.810 eV. Its spin multiplicity is 1. As for the charge: +4. The HOMO-LUMO gap comes out at 7.31 eV.

***

# 3
# C41H91BrN5O3

A cluster of 7 separate species, C41H91BrN5O3 in total at a distorted geometry (wB97M-V/def2-TZVPD, the Open Molecules 2025 dataset).

Geometry as XYZ:
```
141
Properties=species:S:1:pos:R:3
O 1.0537 -0.9532 -0.7823
C -0.1781 -0.6560 -0.3892
O -0.4570 0.4842 -0.0327
O -0.9831 -1.5567 -0.1161
H 1.3386 -0.0442 -0.9015
C -2.7952 -6.2434 -3.2616
C -1.6240 -6.7256 -2.3363
C -1.5682 -5.7351 -1.2293
N -0.2687 -5.7377 -0.4284
C 0.2531 -7.1152 -0.2511
C -0.3014 -4.9860 0.9427
C 1.1556 -4.4541 1.1243
C 1.8664 -4.5990 -0.2068
C 0.7658 -4.8406 -1.2123
H -2.6314 -5.2340 -3.6389
H -3.7314 -6.3345 -2.7108
H -2.8191 -6.8694 -4.1536
H -0.7655 -6.5826 -2.9925
H -1.7589 -7.7417 -1.9653
H -2.3043 -5.9887 -0.4665
H -1.7769 -4.6947 -1.4783
H 0.5806 -7.5916 -1.1752
H -0.5749 -7.7169 0.1235
H 1.0598 -7.0467 0.4787
H -0.6257 -5.5921 1.7886
H -0.9483 -4.1162 0.8286
H 1.7874 -4.9914 1.8316
H 1.1070 -3.4665 1.5830
H 2.6119 -5.3880 -0.3062
H 2.2652 -3.5945 -0.3479
H 1.0808 -5.2697 -2.1634
H 0.3473 -3.8420 -1.3381
C -5.0707 1.5619 1.7780
C -4.1443 1.4622 2.8862
C -2.6530 1.2114 2.6113
N -1.7948 1.0761 3.9617
C -1.6633 2.4479 4.7168
C -2.2975 -0.0477 4.9709
C -0.9991 -0.5257 5.6407
C 0.1924 0.0134 4.7932
C -0.3883 0.5133 3.6077
H -5.0147 2.5112 1.2453
H -6.0901 1.4356 2.1427
H -4.7800 0.8470 1.0082
H -4.4755 0.5974 3.4610
H -4.3105 2.3948 3.4253
H -2.3873 2.1967 2.2283
H -2.4728 0.4004 1.9056
H -0.9791 3.1067 4.1821
H -1.1580 2.2670 5.6655
H -2.6428 2.8274 5.0078
H -3.0394 0.3247 5.6774
H -2.6228 -0.8778 4.3439
H -1.0340 -0.2887 6.7041
H -1.0536 -1.6111 5.5561
H 0.8265 0.7316 5.3130
H 0.8027 -0.8108 4.4240
H 0.1603 1.2634 3.0380
H -0.5151 -0.3293 2.9280
C -3.8978 4.3505 -0.4640
C -2.3658 4.3176 -0.5088
C -1.5368 5.1445 0.5136
N 0.0660 5.0156 0.3717
C 0.4708 3.5036 0.5487
C 0.7564 5.9930 1.3868
C 2.1138 6.2187 0.7172
C 2.0388 5.7187 -0.7381
C 0.5655 5.5002 -1.0669
H -4.2387 5.1757 -1.0893
H -4.3313 4.5908 0.5068
H -4.3873 3.4058 -0.7003
H -1.9086 4.5271 -1.4759
H -2.2481 3.2441 -0.3613
H -1.7060 4.6489 1.4695
H -1.7732 6.2008 0.6421
H 1.5175 3.5141 0.8526
H 0.3846 2.9478 -0.3849
H -0.0273 2.9868 1.3691
H 0.6776 5.6128 2.4053
H 0.1965 6.9089 1.1981
H 2.8977 5.7382 1.3028
H 2.4376 7.2555 0.8078
H 2.7077 4.8845 -0.9499
H 2.2973 6.5815 -1.3520
H 0.4756 4.6424 -1.7334
H -0.0860 6.3563 -1.2425
C -3.3481 4.0386 -4.3997
C -2.8458 2.7347 -3.6717
C -2.5760 1.6795 -4.7244
N -1.9134 0.4113 -4.1413
C -0.5370 0.6453 -3.5510
C -1.8862 -0.7053 -5.2663
C -1.8839 -2.0142 -4.4654
C -2.7307 -1.7067 -3.1474
C -2.8725 -0.1836 -3.0886
H -3.1860 4.9060 -3.7598
H -4.4112 3.8547 -4.5550
H -2.8989 4.3530 -5.3418
H -3.6674 2.4533 -3.0129
H -1.9709 3.0424 -3.0991
H -1.9238 1.9528 -5.5539
H -3.5561 1.4542 -5.1449
H -0.1577 -0.2696 -3.0959
H -0.6911 1.3913 -2.7713
H 0.1683 0.9787 -4.3122
H -1.1397 -0.4803 -6.0280
H -2.8709 -0.6324 -5.7279
H -0.8966 -2.2837 -4.0902
H -2.2688 -2.8421 -5.0608
H -2.3702 -2.1539 -2.2209
H -3.6467 -2.2228 -3.4348
H -2.6057 0.1193 -2.0761
H -3.8907 0.0323 -3.4121
C 6.6876 -1.0731 -1.9262
C 6.3017 -0.4142 -0.6094
C 5.0235 -0.9491 -0.0575
N 4.7204 -0.6843 1.4363
C 4.7075 0.8542 1.6724
C 3.3791 -1.3539 1.8065
C 3.4219 -1.7126 3.3103
C 4.9011 -2.0427 3.5521
C 5.6940 -1.3790 2.4622
H 5.9149 -0.9134 -2.6782
H 6.8712 -2.1314 -1.7408
H 7.5781 -0.5660 -2.2975
H 6.1784 0.6229 -0.9214
H 7.1105 -0.3243 0.1157
H 5.0890 -2.0370 -0.0395
H 4.1925 -0.7468 -0.7332
H 5.7428 1.1592 1.5194
H 4.3558 1.0559 2.6842
H 3.9809 1.2708 0.9749
H 2.5692 -0.6937 1.4963
H 3.3091 -2.1727 1.0904
H 3.2341 -0.8029 3.8807
H 2.7392 -2.5328 3.5323
H 5.3905 -1.7809 4.4902
H 5.0956 -3.1146 3.5147
H 6.4243 -0.6126 2.7221
H 6.3177 -2.0905 1.9210
Br 2.9942 2.1525 -2.0884
```

The calculation puts the electronic energy at -4689.32346 Eh. The relative energy (zero: lowest compared OMol25 entry of this formula, charge and spin) is 5.058 eV. Its spin multiplicity is 1. As for the charge: +3. The HOMO-LUMO gap comes out at 7.42 eV.

***

> Among the records above, which one has the highest spin multiplicity?

C41H90AsF6NO16V

***

> What is the electronic energy in the first record?

-6653.26580 Eh

***

> Look up the electronic energy of the second one.

-2812.10925 Eh